(1)
Below is a molecular structure, C9H18F14K3NO13P2S2, with properties calculated with ωB97M-V/def2-TZVPD.

Computed properties:
**Orbital gap**: 0.2735 Ha
**Lowest unoccupied orbital energy**: -1.85 eV
**HOMO energy**: -9.3 eV

XYZ file:
```
62
Properties=species:S:1:pos:R:3:forces:R:3:nbo_charge:R:1
H 4.341904 0.757899 4.709664 0.02 -0.10 -0.23 0.1964
H 2.893284 -1.168741 1.219084 -0.28 -0.03 -0.04 0.2253
O 2.580374 0.500259 3.571044 0.26 -1.12 -0.45 -0.5398
H 2.679024 -2.541801 2.324574 0.02 0.20 0.16 0.1787
H 0.987844 3.194089 1.015864 -0.63 -0.03 -0.16 0.2054
N -4.665456 3.571649 -0.669746 -1.94 1.52 3.55 -1.0324
O 1.281054 1.633649 2.255374 -0.54 -0.75 -0.52 -0.4891
C -1.046176 -4.231651 0.446454 -2.54 0.04 0.40 1.0134
F 0.128824 -0.303481 0.059604 -0.80 -0.08 -1.07 -0.5699
F -0.202696 6.522179 -3.286186 0.85 1.31 0.39 -0.5809
K -2.359596 -0.213531 -4.302786 -0.23 0.60 0.48 0.9942
F 0.635794 4.614949 -4.121646 1.87 -0.73 -0.80 -0.6207
O -5.686786 3.302139 1.815364 -0.21 -0.10 -3.61 -0.8948
H 5.562854 -2.964161 -2.541696 0.40 0.24 -0.12 0.1808
O -0.617806 -5.006411 1.482534 -0.35 0.59 -0.40 -0.4867
C 0.519284 2.803049 1.918994 0.06 0.37 -0.51 -0.2601
H -0.471466 -2.788441 -1.562976 0.31 -0.02 -0.55 0.2129
H 3.578724 -0.803091 5.064334 -0.65 -0.13 -1.00 0.2020
F -0.284206 4.621779 -2.034606 0.51 -0.53 -0.50 -0.6044
F -1.289856 3.512429 -3.837916 0.07 0.84 0.01 -0.6282
O 4.796404 -1.602791 -0.124466 -1.06 -1.42 -0.06 -0.6566
H 0.548474 3.613799 2.646964 0.14 -0.52 0.35 0.2186
O -7.254806 3.536289 -0.172796 1.95 -0.58 0.79 -0.8704
O -4.504626 1.074389 -0.110306 -0.86 0.83 -0.86 -1.0105
F -5.789246 5.298599 0.508474 -0.04 -1.04 -0.10 -0.5046
C -1.422256 -5.125601 2.671404 -1.31 0.33 0.21 -0.2650
S -4.881876 2.138589 -1.052136 2.00 -4.02 -5.86 2.4272
H -0.876926 -5.438601 3.561764 0.77 0.43 -0.54 0.2134
H 1.400734 -2.210151 1.181354 0.15 0.14 -0.35 0.1840
K -3.297266 -0.911061 1.102994 0.15 0.31 -0.31 0.9882
C 2.124544 1.738309 3.220894 1.78 1.74 3.54 0.9885
O 3.108594 -3.071371 0.445534 0.84 -0.61 -1.50 -0.5026
F -1.212736 1.304309 -2.445576 0.94 -0.90 -0.46 -0.6012
H -1.488826 -4.048521 -2.280376 -0.37 0.10 0.31 0.1790
H 2.826114 0.743949 5.555494 0.22 -0.27 0.40 0.1974
O -0.370766 -4.584331 -0.625146 1.05 -0.46 -0.04 -0.4739
C 5.813574 -3.624731 -1.711706 -0.31 0.80 -1.17 -0.2521
F -3.622356 2.190339 -2.106936 -0.11 -0.94 0.59 -0.5411
F -1.265136 5.573829 -4.985706 -0.14 -0.77 0.02 -0.5831
O -2.021696 -3.448681 0.440794 2.29 -1.23 0.52 -0.7236
K 1.561394 2.079439 -3.369856 -0.39 0.86 0.22 0.9865
H 0.156354 -4.171341 -2.636756 0.70 0.00 0.86 0.2095
C 4.225654 -2.687031 -0.205706 0.63 2.11 0.89 0.9854
H 5.945544 -4.607311 -2.164736 0.16 -0.02 0.50 0.2003
H 6.698214 -3.233531 -1.209246 -0.22 -0.23 0.27 0.2056
F -1.587006 -0.712291 -1.541056 0.74 -0.82 -0.20 -0.6072
H -2.211296 -5.875091 2.609984 0.17 -0.35 -0.83 0.1916
C 3.390004 0.231089 4.776324 -0.70 2.72 -0.07 -0.2531
H -2.000056 -4.223921 2.874404 0.50 0.32 0.00 0.1903
P -0.757396 5.087589 -3.536056 -3.29 -0.05 1.80 2.6041
F -2.182736 5.498469 -2.819126 0.63 -0.65 -1.21 -0.5782
F 0.418514 1.784249 -0.929656 -0.11 -0.67 -0.14 -0.5932
O -5.939296 1.923719 -2.027446 0.60 -0.93 1.81 -0.9036
P -0.538166 0.479879 -1.198296 0.30 3.11 1.67 2.5865
F 0.702304 -0.070891 -2.171286 -1.37 -0.66 -0.11 -0.6155
O 4.638914 -3.691021 -0.931516 -0.45 -1.68 0.29 -0.4960
C -0.512616 -3.841331 -1.841976 -1.28 0.44 0.21 -0.2622
O 2.411134 2.797109 3.799364 -0.10 -2.31 -0.90 -0.6648
F -1.660856 1.152879 -0.235566 0.49 -0.86 0.07 -0.5823
C 2.481494 -2.173101 1.318024 0.06 0.53 1.12 -0.2556
H -0.490846 2.411369 1.799334 0.12 0.44 -0.42 0.2011
S -5.924066 3.681779 0.394984 -1.51 4.68 3.66 2.3370
```
Positions in Å, forces in eV/Å.

(2)
Below is 11 unconnected molecules or ions with the total composition H22O11, with properties calculated with ωB97M-V/def2-TZVPD.

Computed properties:
**Orbital gap (alpha / beta)**: 0.4179 / 0.1127 Ha
**<S²>**: 0.7567
**Lowest unoccupied orbital energy (alpha / beta)**: -3.15 / -10.68 eV
**HOMO energy (alpha / beta)**: -14.5 / -13.7 eV
**Net charge**: +1
**2S+1**: 2

XYZ file:
```
33
Properties=species:S:1:pos:R:3:forces:R:3:mulliken_spin:R:1
H -0.834885 -0.499206 -2.818420 0.46 0.23 0.23 -0.0069
H -1.740005 0.605704 0.510930 0.22 -0.16 -0.24 0.0012
H 0.925425 -0.255966 -0.537350 0.30 -0.46 -0.04 -0.0003
H 0.137625 0.840804 0.147010 0.08 0.35 0.18 -0.0003
H 0.769925 0.362794 2.994690 -0.35 -0.03 0.11 -0.0001
H -1.682805 0.846494 3.519950 -0.20 -0.06 0.48 -0.0004
O 2.106195 -1.204026 -1.839360 -0.65 -0.01 -0.20 0.0043
H 1.587395 -0.756466 3.603710 0.10 -0.22 0.18 0.0000
H -2.781835 1.573844 1.029770 -0.25 0.20 0.06 -0.0004
H -0.859835 1.409734 2.380930 0.23 0.26 -0.34 -0.0001
H -0.352265 3.191124 1.409430 -0.09 0.44 0.06 0.0000
H -2.945255 -1.645166 1.825220 -0.62 0.10 -0.03 -0.0071
O -1.577975 -0.613826 -3.410800 0.01 -0.74 0.05 0.1920
H -1.155595 -2.188656 -1.409680 -0.07 1.04 0.26 -0.0207
O -2.031035 -1.892406 1.686310 0.16 -0.95 -0.40 0.2808
H 2.537525 -0.045176 1.230420 -0.35 -0.21 0.80 0.0000
H 0.567215 2.924934 0.236570 0.28 0.19 -0.20 -0.0001
O 0.078005 -0.073006 -0.131600 -0.75 -0.40 -0.24 0.0012
H -1.542365 -1.076826 1.797070 0.60 0.71 0.17 -0.0104
H 1.228795 1.396424 -3.578930 0.03 0.42 0.00 -0.0032
H 2.536375 -2.023916 -1.596560 0.10 -0.31 -0.04 -0.0003
O 1.438685 0.558914 -3.992170 -0.37 0.16 -0.34 0.0885
H 3.365645 1.148314 0.804190 0.24 0.14 0.04 0.0000
O -1.026245 0.602444 2.867570 -0.24 -0.18 -0.08 0.0026
H -1.828685 -3.537266 -1.551420 -0.78 -0.55 -0.09 -0.0116
H -1.777955 0.270144 -3.718760 -0.29 0.47 -0.14 -0.0053
H 1.285035 -0.091836 -3.307220 0.43 -0.60 0.29 -0.0013
O 2.943425 0.359564 0.463840 0.05 0.10 -0.87 0.0001
O -2.584685 0.998434 0.290670 -0.40 -0.16 -0.13 0.0183
O -0.968605 -3.125636 -1.467420 0.68 -0.19 0.13 0.4796
O -0.011825 2.485584 0.859390 -0.04 0.02 0.26 0.0002
O 1.652175 -0.008166 3.010340 0.68 -0.02 -0.28 -0.0001
H 2.542405 -0.537716 -1.308330 0.79 0.41 0.36 -0.0001
```
Positions in Å, forces in eV/Å.

(3)
Below is a gas-phase ion, C10H15O3S (charge -1), with properties calculated with ωB97M-V/def2-TZVPD.

Computed properties:
**Orbital gap**: 0.2737 Ha
**SMILES string**: CC1(C)CCC[C@@]1(C)C(=O)C#S(=O)[O-]
**Lowest unoccupied orbital energy**: 3.09 eV
**HOMO energy**: -4.4 eV
**Net charge**: -1

XYZ file:
```
29
Properties=species:S:1:pos:R:3:forces:R:3:nbo_charge:R:1
H 2.391942 -0.312329 1.331927 0.06 0.12 -0.07 0.2470
H -1.181255 -0.606949 1.938823 -0.08 -0.06 0.04 0.2202
C 1.415984 -0.918699 -1.416833 -0.09 -0.09 0.13 -0.6057
C -0.639846 -0.094372 -0.079697 -0.37 -0.03 0.00 -0.0227
C 0.756391 -2.179098 0.597184 -0.59 0.03 -0.98 0.4120
H 0.734276 0.251768 2.884621 0.02 0.05 0.07 0.2187
H 1.951691 1.045056 0.289122 0.02 -0.04 -0.03 0.1877
H 0.117909 1.886701 -0.620434 0.12 0.16 0.00 0.2000
C -1.753177 -1.002523 -0.593032 0.08 -0.02 0.19 -0.6169
H 0.804543 -1.584255 -2.022067 -0.01 -0.08 -0.12 0.2198
H 0.598672 1.788194 2.030367 0.02 -0.01 0.06 0.1889
H 1.537076 0.031277 -1.936671 0.01 0.10 0.01 0.1903
C -0.846072 0.277632 1.396423 0.13 -0.12 -0.01 -0.4092
C -0.659345 1.190519 -0.923247 0.07 -0.21 0.15 -0.6121
H -1.623461 1.684868 -0.797179 -0.07 0.03 0.01 0.1993
C 1.698613 -2.342022 1.591929 0.47 -1.70 1.09 -0.6081
O 0.083772 -3.094617 0.082472 0.03 0.30 -0.13 -0.6938
H -1.700960 -1.973597 -0.111247 -0.12 -0.01 -0.04 0.2587
C 0.538307 0.703476 1.913415 0.00 0.14 0.10 -0.4157
H 2.397418 -1.374924 -1.296346 0.09 -0.04 -0.04 0.2181
S 1.505452 -3.462037 2.814558 0.80 2.73 0.81 1.8783
C 1.551660 0.208141 0.869326 0.04 0.08 -0.03 -0.4099
O 0.356063 -3.273493 3.715988 0.07 -0.74 -0.50 -0.9544
C 0.770390 -0.747795 -0.044607 0.05 -0.03 0.03 -0.1159
H -2.725152 -0.550565 -0.394550 -0.13 0.15 -0.04 0.1844
O 2.756234 -3.756263 3.530244 -0.56 -0.61 -0.40 -0.9469
H -0.537034 0.967708 -1.980717 0.05 0.01 -0.13 0.2017
H -1.654255 -1.154619 -1.665988 -0.04 -0.08 -0.16 0.1937
H -1.597816 1.059920 1.522320 -0.08 -0.04 -0.02 0.1926
```
Positions in Å, forces in eV/Å.

It is found that the energy above the lowest of the compared OMol25 structures with the same formula, charge and spin values, taken in the order of the records, are 240.4 124.0 220.2 kJ/mol.
It is found that the total energy values, taken in the order of the records, are -165013.5483 -22869.1651 -27589.9340 eV.
It is found that the max |F| values, taken in the order of the records, are 7.4 1.1 3.0 eV/A.